{"formula": "C44H46BF9N10O4SSeSiTi", "method": "ωB97M-V/def2-TZVPD", "largest_force_ev_per_a": 3.80, "de_lowest_kcal_mol": 95.6, "multiplicity": 2, "total_charge": -1, "orbital_gap_ev": [5.306, 5.269], "lumo_ev": [2.26, 2.26], "elements": ["Ti", "C", "C", "C", "C", "N", "N", "B", "N", "C", "C", "C", "C", "N", "N", "C", "C", "C", "C", "N", "N", "C", "C", "C", "C", "N", "H", "H", "H", "H", "H", "H", "H", "H", "H", "H", "H", "H", "H", "H", "H", "H", "H", "H", "H", "H", "C", "N", "C", "C", "N", "C", "C", "Se", "H", "H", "H", "H", "H", "H", "H", "H", "C", "C", "C", "C", "C", "C", "C", "S", "O", "O", "O", "H", "H", "H", "H", "H", "H", "H", "C", "C", "C", "C", "C", "C", "Si", "C", "C", "C", "C", "C", "C", "H", "H", "H", "H", "H", "H", "H", "H", "H", "H", "H", "F", "C", "F", "F", "C", "O", "C", "F", "F", "F", "C", "F", "F", "F"], "coordinates": [[-0.671, -0.719, 0.200], [1.321, -2.469, 2.651], [0.051, -1.774, 2.990], [-0.661, -1.839, 4.193], [-1.666, -0.906, 4.078], [-1.559, -0.317, 2.876], [-0.518, -0.875, 2.188], [-2.047, 1.085, 2.487], [-2.752, 1.001, 1.104], [-3.650, 1.858, 0.602], [-4.227, 1.282, -0.506], [-3.601, 0.043, -0.649], [-3.983, -1.019, -1.622], [-2.675, -0.113, 0.309], [-0.834, 2.073, 2.551], [-0.970, 3.414, 2.689], [0.258, 3.939, 3.005], [1.117, 2.822, 3.040], [2.586, 2.794, 3.308], [0.443, 1.713, 2.790], [-2.981, 1.644, 3.590], [-2.546, 1.918, 4.844], [-3.508, 2.670, 5.473], [-4.518, 2.833, 4.504], [-5.803, 3.590, 4.616], [-4.183, 2.220, 3.380], [1.502, -3.280, 3.356], [2.146, -1.757, 2.711], [1.293, -2.867, 1.639], [-0.468, -2.497, 5.022], [-2.448, -0.635, 4.765], [-3.850, 2.799, 1.079], [-4.985, 1.704, -1.144], [-4.544, -1.805, -1.116], [-3.114, -1.483, -2.087], [-4.622, -0.590, -2.394], [-1.934, 3.890, 2.584], [0.513, 4.971, 3.175], [3.129, 3.247, 2.475], [2.916, 1.762, 3.414], [2.831, 3.347, 4.217], [-1.588, 1.572, 5.195], [-3.488, 3.053, 6.480], [-5.871, 4.074, 5.589], [-6.656, 2.921, 4.496], [-5.866, 4.351, 3.838], [0.660, -3.106, -4.850], [-0.077, -1.873, -5.022], [-0.367, -1.288, -6.235], [-1.161, -0.231, -5.984], [-1.364, -0.179, -4.622], [-2.244, 0.776, -3.993], [-0.696, -1.193, -4.015], [-0.483, -1.677, -2.228], [1.439, -3.170, -5.607], [-0.007, -3.967, -4.931], [1.104, -3.118, -3.858], [0.025, -1.670, -7.160], [-1.591, 0.491, -6.655], [-3.286, 0.521, -4.197], [-2.036, 1.774, -4.378], [-2.074, 0.795, -2.923], [2.695, 6.964, -0.012], [2.031, 5.680, -0.423], [2.781, 4.615, -0.924], [2.187, 3.405, -1.222], [0.825, 3.240, -1.005], [0.055, 4.295, -0.543], [0.658, 5.509, -0.267], [0.103, 1.663, -1.305], [-1.338, 1.828, -1.289], [0.650, 1.210, -2.558], [0.500, 0.780, -0.140], [3.560, 7.188, -0.637], [3.045, 6.888, 1.021], [2.000, 7.802, -0.064], [3.845, 4.744, -1.096], [2.748, 2.579, -1.638], [-1.009, 4.140, -0.423], [0.057, 6.338, 0.091], [4.203, -5.478, -0.218], [3.155, -5.176, -1.078], [2.584, -3.912, -1.066], [3.052, -2.907, -0.217], [4.094, -3.239, 0.659], [4.660, -4.507, 0.663], [2.341, -1.130, -0.299], [3.332, -0.449, -1.784], [4.451, 0.363, -1.571], [5.204, 0.863, -2.626], [4.853, 0.565, -3.935], [3.755, -0.254, -4.170], [3.017, -0.754, -3.110], [4.654, -6.463, -0.228], [2.771, -5.931, -1.756], [1.734, -3.701, -1.707], [4.471, -2.487, 1.344], [5.466, -4.738, 1.351], [2.952, -0.389, 0.856], [4.740, 0.610, -0.554], [6.062, 1.496, -2.427], [5.426, 0.968, -4.762], [3.467, -0.490, -5.189], [2.153, -1.374, -3.312], [-0.394, -4.603, 2.454], [-0.511, -5.018, 1.178], [-0.948, -6.294, 1.226], [0.716, -5.047, 0.652], [-1.425, -4.022, 0.362], [-0.751, -2.874, 0.202], [-2.787, -3.885, 1.174], [-2.821, -2.731, 1.832], [-2.968, -4.857, 2.092], [-3.882, -3.922, 0.390], [-1.764, -4.731, -1.006], [-0.647, -4.971, -1.705], [-2.387, -5.921, -0.830], [-2.582, -4.005, -1.779]], "forces_ev_per_a": [[2.28, -2.75, -1.30], [-0.06, -0.01, -0.02], [0.18, 0.08, 0.23], [0.00, -0.07, -0.02], [0.17, -0.04, -0.20], [-0.10, -0.02, 0.41], [-0.26, 0.26, 1.51], [0.25, 0.20, 0.14], [-0.03, 0.45, 0.32], [0.11, -0.24, -0.10], [0.04, -0.03, -0.08], [-0.25, 0.13, 0.13], [0.11, -0.04, 0.00], [-1.04, 0.23, 0.24], [-0.10, 0.18, -0.13], [0.01, 0.06, -0.11], [-0.07, 0.11, -0.14], [-0.14, -0.04, 0.07], [-0.09, -0.05, -0.09], [0.17, -0.27, 0.01], [-0.08, -0.08, 0.18], [-0.14, 0.02, 0.05], [-0.03, -0.04, 0.03], [0.17, -0.03, -0.02], [0.06, -0.12, -0.06], [-0.25, -0.03, -0.11], [0.02, 0.02, -0.03], [-0.03, 0.02, -0.04], [0.05, 0.03, 0.08], [0.01, 0.00, 0.00], [0.03, 0.05, -0.02], [0.01, -0.01, 0.07], [-0.05, -0.04, 0.03], [0.00, -0.03, 0.04], [0.00, -0.02, 0.00], [0.00, 0.00, -0.01], [0.01, 0.01, 0.01], [-0.03, 0.03, -0.02], [0.06, -0.02, 0.03], [0.04, 0.01, 0.00], [0.03, -0.01, -0.01], [0.05, 0.07, -0.07], [0.01, -0.01, 0.00], [-0.05, 0.03, -0.01], [-0.03, 0.04, 0.03], [-0.04, 0.03, 0.03], [0.08, -0.19, 0.04], [-0.18, 0.12, 0.21], [0.02, -0.03, -0.09], [-0.03, 0.00, -0.16], [0.23, -0.26, -0.06], [-0.19, 0.19, 0.15], [-0.04, 0.38, 0.21], [0.03, -0.71, -1.46], [0.00, 0.04, 0.00], [0.00, 0.03, 0.00], [0.03, -0.01, -0.06], [0.01, 0.01, 0.02], [0.00, 0.01, 0.04], [0.03, -0.03, -0.03], [0.06, -0.03, 0.01], [0.02, -0.06, 0.00], [-0.01, 0.01, 0.00], [-0.09, -0.13, -0.02], [0.04, 0.14, -0.01], [-0.12, -0.20, -0.06], [0.24, 0.09, 0.45], [-0.16, -0.29, -0.12], [0.13, 0.15, 0.05], [-0.28, 0.48, -0.88], [0.05, 0.36, 0.14], [0.23, 0.23, 0.17], [-0.14, 1.86, -0.50], [0.00, 0.00, -0.01], [0.01, 0.03, -0.01], [0.02, 0.01, 0.00], [0.00, -0.02, 0.04], [0.14, -0.02, 0.04], [0.00, 0.06, 0.09], [-0.01, -0.02, 0.03], [-0.03, -0.03, -0.02], [0.03, -0.01, -0.08], [0.09, 0.12, -0.01], [0.51, 0.33, 0.11], [-0.06, -0.16, -0.11], [0.05, -0.03, 0.10], [-1.27, -0.95, 0.35], [0.04, 0.12, 0.22], [-0.05, 0.04, -0.03], [0.03, 0.10, -0.04], [0.00, -0.01, 0.00], [0.03, -0.01, -0.07], [-0.04, 0.02, 0.01], [-0.02, -0.01, 0.01], [0.01, -0.03, 0.03], [0.01, 0.00, -0.03], [0.02, 0.01, -0.02], [0.00, 0.00, -0.02], [0.38, -0.04, 0.00], [-0.03, -0.01, 0.00], [0.00, -0.02, 0.00], [0.01, -0.02, 0.00], [0.01, -0.01, 0.00], [0.00, 0.07, 0.02], [-0.14, -0.10, -0.17], [0.24, -0.10, 0.02], [0.07, 0.21, -0.02], [-0.32, -0.06, 0.19], [0.05, -0.16, 0.12], [-0.86, 0.24, 0.11], [-0.13, 0.03, 0.17], [0.08, 0.09, -0.02], [0.03, -0.06, -0.16], [0.08, 0.09, -0.03], [-0.08, -0.07, -0.09], [-0.16, -0.03, 0.12], [0.09, 0.18, 0.01], [0.21, 0.04, 0.06]], "mulliken_spin": [0.929, 0.010, 0.000, -0.003, 0.006, 0.038, 0.015, -0.002, -0.009, 0.014, -0.006, 0.005, -0.003, 0.035, 0.012, 0.002, 0.000, -0.001, 0.000, -0.001, 0.000, 0.000, 0.000, 0.000, 0.000, 0.000, 0.001, 0.001, 0.007, 0.001, 0.001, -0.001, 0.000, 0.001, 0.004, 0.000, 0.000, 0.000, 0.000, 0.000, 0.000, 0.000, 0.000, 0.000, 0.000, 0.000, -0.003, 0.000, -0.001, 0.001, 0.001, 0.007, 0.010, 0.039, 0.000, 0.000, -0.001, 0.000, 0.000, 0.000, 0.000, 0.003, 0.000, -0.001, 0.001, 0.001, 0.003, -0.001, 0.000, 0.020, -0.012, 0.003, 0.026, 0.000, 0.000, 0.000, 0.000, -0.001, -0.001, 0.000, -0.002, 0.002, 0.004, -0.008, -0.005, 0.000, -0.018, -0.007, -0.008, 0.000, -0.002, 0.003, 0.005, 0.000, 0.000, -0.007, 0.000, 0.000, -0.010, 0.000, 0.000, 0.000, 0.000, -0.002, 0.000, 0.001, 0.000, 0.000, -0.008, -0.106, 0.005, 0.003, 0.000, 0.000, 0.007, 0.000, 0.000, 0.000]}

{"formula": "C6H13N", "method": "ωB97M-V/def2-TZVPD", "largest_force_ev_per_a": 4.67, "de_lowest_kcal_mol": 178.7, "multiplicity": 1, "orbital_gap_ev": 6.265, "lumo_ev": -0.84, "elements": ["C", "C", "C", "C", "C", "N", "C", "H", "H", "H", "H", "H", "H", "H", "H", "H", "H", "H", "H", "H"], "coordinates": [[2.290, -1.060, -0.926], [1.818, -0.869, 0.525], [1.144, 0.442, 0.714], [-0.153, 0.643, 0.394], [-1.013, -0.311, -0.151], [-2.307, -0.067, -0.821], [-0.949, 1.914, 0.636], [2.836, -0.168, -1.250], [2.913, -1.928, -1.120], [1.451, -0.971, -1.622], [2.703, -1.083, 1.130], [1.051, -1.600, 0.810], [-4.135, -2.530, -0.341], [1.585, 1.296, 1.210], [-3.436, -2.584, -0.579], [-2.129, -0.483, -1.740], [-2.126, -0.700, 0.222], [-0.456, 2.479, 1.437], [-1.983, 1.664, 0.879], [-1.008, 2.596, -0.212]], "forces_ev_per_a": [[-0.46, 1.20, -0.59], [0.26, -0.69, -0.51], [-0.84, 0.03, 0.53], [-1.34, 2.04, -0.24], [0.75, -1.97, -1.45], [3.10, 3.13, 1.55], [0.89, 0.89, 0.67], [0.50, -0.11, 0.35], [-0.18, -0.18, 0.12], [-0.21, -0.75, 0.13], [-0.21, 0.65, 0.43], [0.16, -0.20, -0.35], [-0.04, -0.05, 0.01], [0.62, -0.03, -0.09], [-0.01, -0.04, 0.01], [-1.00, -1.89, 0.80], [-1.91, -1.94, -1.43], [-0.37, -0.01, 0.10], [0.18, 0.18, 0.25], [0.11, -0.28, -0.28]], "lowdin_charge": [-0.104, -0.249, -0.034, -0.330, -0.134, -0.033, -0.066, 0.072, 0.068, 0.063, 0.106, 0.103, 0.023, 0.115, 0.007, 0.069, 0.103, 0.077, 0.065, 0.080]}

{"formula": "C27H17IIrN4O2S2SbSe4", "method": "ωB97M-V/def2-TZVPD", "largest_force_ev_per_a": 1.35, "de_lowest_kcal_mol": 35.2, "multiplicity": 6, "total_charge": -1, "orbital_gap_ev": [6.768, 4.255], "lumo_ev": [1.84, -0.81], "elements": ["Ir", "S", "C", "C", "C", "C", "N", "C", "C", "C", "S", "C", "N", "H", "H", "C", "N", "C", "C", "C", "C", "C", "N", "C", "C", "C", "C", "C", "C", "H", "H", "H", "H", "H", "H", "H", "H", "H", "H", "H", "I", "C", "C", "C", "C", "C", "C", "C", "O", "O", "H", "H", "H", "H", "Se", "Sb", "Se", "Se", "Se"], "coordinates": [[-0.688, 0.819, -1.009], [-0.461, 2.491, 2.186], [-0.784, 0.973, 2.925], [0.216, 0.400, 3.716], [0.016, -0.797, 4.381], [1.086, -1.386, 5.085], [1.989, -1.849, 5.619], [-1.237, -1.437, 4.304], [-2.225, -0.893, 3.493], [-2.003, 0.276, 2.784], [-3.311, 0.807, 1.726], [-1.478, -2.615, 5.038], [-1.691, -3.556, 5.659], [1.162, 0.915, 3.794], [-3.175, -1.401, 3.407], [1.002, -1.627, -2.259], [0.642, -0.231, -2.281], [1.193, 0.574, -3.129], [0.789, 1.923, -3.117], [1.256, 3.080, -3.738], [0.465, 4.127, -3.268], [-0.453, 3.573, -2.387], [-0.270, 2.246, -2.278], [-0.210, -2.500, -2.489], [-0.784, -3.195, -1.432], [-1.873, -4.021, -1.649], [-2.405, -4.153, -2.919], [-1.851, -3.444, -3.973], [-0.760, -2.621, -3.760], [1.423, -1.868, -1.275], [1.767, -1.829, -3.023], [1.957, 0.230, -3.822], [2.082, 3.136, -4.420], [0.533, 5.164, -3.531], [-1.237, 4.076, -1.849], [-0.377, -3.114, -0.436], [-2.299, -4.563, -0.817], [-3.247, -4.807, -3.091], [-2.271, -3.537, -4.966], [-0.326, -2.078, -4.589], [6.215, 1.304, 1.670], [4.268, 0.503, 1.420], [3.296, 1.262, 0.797], [2.021, 0.742, 0.652], [1.716, -0.533, 1.116], [2.716, -1.278, 1.737], [3.990, -0.767, 1.893], [0.334, -1.175, 1.044], [0.163, -2.233, 1.633], [-0.592, -0.577, 0.400], [3.513, 2.256, 0.435], [1.264, 1.367, 0.180], [2.471, -2.263, 2.108], [4.756, -1.348, 2.385], [-3.453, 6.290, 2.110], [-3.559, 5.146, -0.124], [-6.039, 4.990, -0.541], [-2.874, 7.006, -1.720], [-2.368, 2.019, 0.195]], "forces_ev_per_a": [[-0.61, -1.15, -0.35], [-0.11, 0.65, 0.00], [-0.32, -0.07, 0.11], [-0.13, -0.06, 0.05], [-1.02, 0.28, -0.42], [0.48, -0.18, 0.27], [0.29, -0.17, 0.23], [0.46, 0.89, -0.34], [0.10, 0.00, 0.03], [0.18, 0.01, 0.06], [-0.23, -0.33, 0.46], [-0.15, -0.49, 0.23], [-0.08, -0.31, 0.17], [0.12, -0.05, 0.02], [-0.01, -0.07, -0.06], [-0.03, -0.46, 0.20], [0.24, 1.11, 0.00], [0.13, -0.61, 0.17], [-0.08, 0.87, -0.23], [-0.01, -0.65, 0.11], [-0.30, 0.07, 0.16], [-0.10, 0.42, 0.00], [0.42, 0.00, -0.53], [0.03, -0.10, 0.01], [0.16, -0.07, -0.07], [-0.09, -0.06, 0.00], [-0.08, -0.04, 0.02], [-0.07, 0.02, -0.16], [0.08, -0.01, 0.09], [0.02, 0.06, -0.19], [-0.11, 0.08, 0.15], [-0.02, -0.08, -0.02], [0.16, 0.03, -0.19], [0.01, 0.21, -0.06], [-0.06, 0.01, 0.12], [0.04, 0.06, 0.11], [-0.05, -0.04, 0.06], [-0.07, -0.02, -0.01], [-0.01, -0.01, -0.06], [0.04, 0.08, -0.06], [-0.39, -0.17, -0.06], [0.40, 0.22, 0.02], [0.17, 0.07, 0.02], [-0.19, 0.07, -0.13], [-0.12, -0.14, 0.05], [-0.07, 0.00, -0.04], [0.16, -0.07, 0.06], [0.93, -0.21, 0.42], [-0.11, -0.07, -0.15], [-0.70, 0.08, -0.37], [0.03, 0.07, 0.00], [0.22, -0.21, 0.23], [-0.03, -0.01, 0.03], [0.03, -0.05, 0.04], [-0.06, -0.04, -0.21], [-0.07, 0.45, -0.14], [0.20, 0.11, 0.07], [-0.18, -0.15, 0.26], [0.55, 0.20, -0.16]], "mulliken_spin": [1.003, 0.510, -0.012, -0.014, 0.018, -0.005, 0.002, 0.010, 0.006, 0.049, -0.004, -0.002, 0.001, -0.025, -0.002, -0.003, 0.007, 0.005, 0.009, 0.047, 0.017, 0.055, -0.061, 0.004, 0.001, 0.001, 0.000, 0.000, -0.002, -0.002, 0.000, -0.002, 0.002, -0.003, -0.021, -0.002, 0.000, 0.000, 0.000, 0.001, 0.000, -0.003, 0.004, 0.008, 0.018, 0.005, 0.001, -0.034, 0.001, 0.050, -0.001, -0.010, 0.000, 0.000, 1.023, -0.072, 1.022, 1.030, 0.369]}

{"formula": "C5H6NO3S", "method": "ωB97M-V/def2-TZVPD", "largest_force_ev_per_a": 3.27, "de_lowest_kcal_mol": 112.9, "multiplicity": 1, "total_charge": -1, "orbital_gap_ev": 7.016, "lumo_ev": 3.61, "elements": ["C", "C", "C", "C", "C", "N", "O", "O", "O", "S", "H", "H", "H", "H", "H", "H"], "coordinates": [[-0.328, 0.113, 1.964], [-0.023, -1.248, 1.618], [0.067, 1.093, 1.119], [0.756, -1.490, 0.553], [0.639, 0.726, -0.163], [-0.010, -0.637, -3.251], [-1.153, 1.961, -1.841], [-1.962, -0.111, -0.788], [1.298, -0.511, -0.225], [-0.868, 0.575, -1.459], [-0.830, 0.329, 2.897], [-0.407, -2.063, 2.212], [-0.144, 2.136, 1.292], [1.078, -2.470, 0.237], [1.271, 1.471, -0.643], [0.615, 0.127, -3.522]], "forces_ev_per_a": [[0.38, 1.10, -0.47], [0.26, -0.50, -0.40], [-0.43, -0.52, 1.20], [0.07, 0.18, 0.18], [-0.88, 0.01, -1.60], [-1.39, 1.08, 2.58], [0.19, 0.13, 0.18], [0.11, -0.25, 0.15], [0.07, -0.51, 0.71], [1.57, -1.08, -2.66], [-0.04, 0.09, 0.00], [0.02, -0.13, -0.09], [-0.02, 0.08, 0.08], [0.02, -0.04, 0.00], [-0.04, -0.08, 0.07], [0.11, 0.43, 0.06]], "lowdin_charge": [-0.097, -0.101, -0.095, -0.127, -0.366, -0.208, -0.476, -0.432, -0.081, 0.643, 0.095, 0.093, 0.107, 0.121, 0.123, -0.200]}